Entry 1:
{"formula": "C34H45NO2SeW", "method": "wB97M-V/def2-TZVPD", "symbols": ["W", "C", "C", "C", "C", "C", "C", "C", "Se", "C", "C", "C", "C", "C", "C", "O", "C", "C", "C", "C", "C", "C", "C", "C", "C", "O", "C", "C", "C", "C", "C", "C", "H", "H", "H", "H", "H", "H", "H", "H", "H", "H", "H", "H", "H", "H", "H", "H", "H", "H", "H", "H", "H", "H", "H", "H", "H", "H", "H", "H", "H", "H", "H", "H", "H", "H", "H", "H", "H", "H", "H", "H", "N", "C", "C", "C", "C", "C", "C", "H", "H", "H", "H", "H"], "positions_angstrom": [[1.013, -0.282, -0.126], [-3.785, -6.222, 2.244], [-3.995, -4.724, 2.025], [-5.242, -4.532, 1.151], [-4.231, -4.070, 3.395], [-2.796, -4.065, 1.345], [-2.794, -2.698, 1.126], [-1.697, -2.087, 0.539], [-1.748, -0.241, 0.019], [-1.603, 0.787, 1.640], [-2.678, 0.964, 2.492], [-2.587, 1.856, 3.551], [-1.404, 2.584, 3.678], [-0.310, 2.456, 2.829], [-0.414, 1.516, 1.787], [0.584, 1.326, 0.917], [0.967, 3.278, 3.020], [2.159, 2.342, 3.281], [0.857, 4.228, 4.214], [1.231, 4.132, 1.769], [-3.770, 2.022, 4.504], [-4.993, 2.510, 3.716], [-3.483, 3.031, 5.617], [-4.092, 0.670, 5.156], [-0.577, -2.812, 0.106], [0.482, -2.194, -0.412], [-0.589, -4.218, 0.263], [-1.689, -4.786, 0.890], [0.606, -5.060, -0.190], [0.861, -4.860, -1.694], [1.856, -4.660, 0.610], [0.365, -6.553, 0.041], [-4.646, -6.637, 2.770], [-2.898, -6.420, 2.848], [-3.686, -6.758, 1.298], [-6.104, -5.027, 1.605], [-5.086, -4.956, 0.158], [-5.486, -3.476, 1.031], [-5.086, -4.534, 3.892], [-4.437, -3.003, 3.302], [-3.355, -4.188, 4.035], [-3.642, -2.089, 1.416], [-3.586, 0.399, 2.321], [-1.330, 3.294, 4.486], [1.985, 1.742, 4.177], [3.062, 2.935, 3.442], [2.338, 1.673, 2.443], [0.698, 3.691, 5.151], [0.050, 4.953, 4.086], [1.790, 4.786, 4.308], [1.409, 3.513, 0.893], [2.109, 4.760, 1.932], [0.380, 4.786, 1.567], [-4.783, 3.462, 3.227], [-5.845, 2.648, 4.385], [-5.286, 1.794, 2.946], [-3.286, 4.028, 5.217], [-2.629, 2.727, 6.225], [-4.351, 3.103, 6.274], [-4.351, -0.084, 4.411], [-4.939, 0.772, 5.838], [-3.236, 0.301, 5.723], [-1.688, -5.856, 1.029], [1.097, -3.826, -1.924], [-0.017, -5.158, -2.272], [1.700, -5.484, -2.012], [2.127, -3.621, 0.432], [2.699, -5.289, 0.314], [1.686, -4.801, 1.680], [-0.538, -6.903, -0.463], [0.288, -6.793, 1.104], [1.208, -7.115, -0.363], [2.708, -0.403, -0.562], [4.035, -0.474, -0.912], [4.907, -1.252, -0.145], [6.245, -1.336, -0.493], [6.730, -0.656, -1.601], [5.864, 0.117, -2.364], [4.525, 0.213, -2.027], [4.521, -1.781, 0.716], [6.913, -1.941, 0.106], [7.776, -0.727, -1.868], [6.235, 0.651, -3.229], [3.844, 0.814, -2.615]], "atomic_forces_ev_per_a": [[0.6044, -0.7580, -0.2777], [0.0077, 0.0116, -0.0172], [-0.0120, 0.0003, 0.0158], [0.0005, -0.0015, 0.0120], [0.0039, -0.0086, -0.0111], [-0.0128, -0.0048, 0.0038], [0.0135, 0.0427, 0.0332], [0.0632, -0.0855, -0.1955], [-0.2394, 0.0535, 0.0582], [0.0663, 0.1732, -0.0626], [0.0054, -0.0401, 0.0064], [-0.0224, -0.0122, -0.0100], [-0.0084, -0.0108, 0.0279], [0.0330, -0.1807, -0.0478], [-0.2840, 0.1070, 0.0935], [0.2301, 0.1570, 0.0909], [0.0236, 0.0109, -0.0125], [-0.0164, 0.0191, -0.0106], [-0.0014, -0.0003, -0.0048], [0.0033, -0.0201, 0.0174], [-0.0072, -0.0068, 0.0159], [-0.0060, -0.0013, 0.0077], [0.0082, -0.0046, -0.0234], [-0.0052, 0.0116, 0.0016], [-0.1169, -0.1868, 0.2780], [-0.0939, 0.2315, -0.0478], [0.1583, 0.1850, 0.0440], [-0.0868, -0.0068, -0.0285], [0.0162, -0.0112, -0.0230], [-0.0350, -0.0175, 0.0368], [0.0023, 0.0258, -0.0388], [0.0036, -0.0197, -0.0033], [-0.0099, 0.0013, -0.0022], [0.0028, -0.0065, 0.0068], [0.0100, -0.0077, -0.0035], [-0.0091, 0.0061, 0.0046], [-0.0038, -0.0113, -0.0021], [0.0038, 0.0086, -0.0083], [-0.0081, -0.0004, 0.0035], [0.0007, 0.0082, 0.0028], [0.0052, -0.0016, 0.0057], [-0.0144, -0.0036, -0.0172], [-0.0138, 0.0092, -0.0093], [-0.0058, 0.0071, 0.0066], [-0.0018, -0.0031, 0.0040], [0.0068, 0.0028, -0.0004], [0.0018, 0.0042, 0.0085], [-0.0016, 0.0002, 0.0077], [-0.0078, 0.0040, 0.0053], [0.0014, 0.0040, 0.0002], [-0.0089, 0.0054, -0.0093], [0.0105, -0.0040, -0.0010], [-0.0014, 0.0085, 0.0033], [-0.0001, 0.0079, 0.0002], [-0.0054, -0.0049, 0.0029], [-0.0008, -0.0024, -0.0110], [0.0042, 0.0065, 0.0009], [0.0083, 0.0019, 0.0060], [-0.0085, -0.0045, 0.0015], [-0.0004, -0.0092, -0.0058], [-0.0054, -0.0029, 0.0028], [0.0057, -0.0051, 0.0037], [-0.0045, 0.0060, 0.0162], [-0.0032, 0.0349, -0.0194], [-0.0065, 0.0047, -0.0048], [0.0052, 0.0010, 0.0168], [0.0029, -0.0119, 0.0096], [0.0080, -0.0111, 0.0007], [0.0038, -0.0015, 0.0073], [0.0122, -0.0144, -0.0166], [-0.0268, -0.0081, 0.0049], [0.0131, 0.0039, 0.0151], [-0.5501, 0.4065, 0.1539], [0.3771, -0.0874, -0.1382], [-0.0340, 0.0629, -0.0777], [0.0006, -0.0182, 0.0331], [0.0295, 0.0155, -0.0297], [0.0340, -0.0052, -0.0019], [-0.0889, -0.0534, 0.1112], [-0.0158, -0.0011, -0.0065], [0.0023, 0.0010, -0.0006], [0.0014, 0.0022, -0.0037], [-0.0007, 0.0008, -0.0010], [-0.0096, 0.0024, -0.0046]], "s2": 2.027, "multiplicity": 3, "orbital_gap_ev": [6.95, 7.31]}

=====

Entry 2:
{"formula": "C34H46CdN3O6P2Se", "method": "wB97M-V/def2-TZVPD", "symbols": ["Cd", "C", "C", "C", "O", "P", "O", "C", "P", "O", "O", "C", "C", "C", "O", "C", "C", "C", "O", "C", "C", "C", "H", "H", "H", "H", "H", "H", "H", "H", "H", "H", "H", "H", "H", "H", "H", "H", "H", "H", "H", "H", "H", "H", "H", "H", "H", "H", "H", "H", "H", "H", "C", "C", "C", "C", "N", "C", "C", "C", "C", "C", "C", "N", "H", "H", "H", "H", "H", "H", "H", "H", "C", "C", "C", "C", "N", "C", "C", "C", "C", "C", "C", "C", "H", "H", "H", "H", "H", "H", "H", "H", "Se"], "positions_angstrom": [[-1.086, -1.213, -1.141], [4.531, -3.197, 3.145], [3.615, -2.478, 2.178], [3.742, -0.969, 2.251], [2.265, -2.871, 2.527], [1.131, -2.858, 1.385], [1.484, -2.037, 0.224], [-0.324, -2.381, 2.301], [-0.457, -0.625, 2.660], [-0.423, 0.186, 1.443], [-1.750, -0.513, 3.582], [-3.073, -0.749, 2.992], [-3.952, 0.405, 3.412], [-3.583, -2.085, 3.482], [0.697, -0.208, 3.674], [0.818, -0.415, 5.090], [0.450, -1.822, 5.530], [0.045, 0.655, 5.841], [0.949, -4.374, 0.956], [0.416, -5.512, 1.662], [-1.098, -5.450, 1.784], [1.112, -5.728, 2.995], [5.572, -2.946, 2.935], [4.410, -4.277, 3.065], [4.302, -2.897, 4.170], [3.812, -2.808, 1.155], [3.530, -0.622, 3.264], [3.040, -0.497, 1.564], [4.757, -0.669, 1.980], [-0.421, -2.976, 3.208], [-1.186, -2.581, 1.620], [-2.972, -0.790, 1.901], [-4.056, 0.434, 4.501], [-4.942, 0.292, 2.967], [-3.533, 1.349, 3.070], [-3.624, -2.103, 4.576], [-2.956, -2.897, 3.116], [-4.582, -2.256, 3.079], [1.887, -0.269, 5.270], [-0.616, -2.007, 5.392], [0.680, -1.934, 6.591], [1.027, -2.559, 4.971], [-1.026, 0.526, 5.693], [0.331, 1.644, 5.481], [0.270, 0.592, 6.908], [0.675, -6.338, 0.996], [-1.412, -4.872, 2.655], [-1.489, -6.463, 1.900], [-1.550, -4.988, 0.903], [0.882, -4.924, 3.697], [2.194, -5.772, 2.872], [0.766, -6.668, 3.430], [1.082, 3.472, 2.002], [0.006, 3.528, 2.872], [-1.267, 3.328, 2.371], [-1.417, 3.071, 1.011], [-0.393, 3.062, 0.166], [0.825, 3.245, 0.658], [-2.756, 2.720, 0.456], [-3.884, 3.463, 0.789], [-5.119, 3.042, 0.320], [-5.184, 1.886, -0.438], [-4.002, 1.211, -0.724], [-2.810, 1.628, -0.309], [2.099, 3.592, 2.352], [0.159, 3.702, 3.931], [-2.129, 3.316, 3.027], [1.638, 3.192, -0.060], [-3.788, 4.351, 1.401], [-6.016, 3.603, 0.556], [-6.127, 1.501, -0.802], [-4.009, 0.278, -1.278], [0.782, -5.233, -2.975], [1.707, -4.725, -3.875], [1.886, -3.358, -3.976], [1.139, -2.505, -3.156], [0.250, -3.016, -2.307], [0.065, -4.324, -2.214], [1.249, -1.013, -3.192], [2.257, -0.419, -3.958], [2.361, 0.958, -4.049], [1.445, 1.752, -3.372], [0.458, 1.160, -2.594], [0.336, -0.227, -2.465], [0.611, -6.296, -2.873], [2.282, -5.393, -4.506], [2.588, -2.961, -4.694], [-0.700, -4.630, -1.505], [2.982, -1.026, -4.486], [3.149, 1.405, -4.645], [1.505, 2.834, -3.444], [-0.229, 1.800, -2.056], [-2.939, -2.521, -0.160]], "atomic_forces_ev_per_a": [[-0.0518, -0.0671, -0.0456], [0.0038, 0.0003, 0.0017], [-0.0112, -0.0128, 0.0016], [-0.0107, -0.0004, -0.0029], [-0.0172, 0.0331, 0.0017], [0.0228, -0.0180, 0.0789], [0.0212, 0.0092, 0.0431], [0.0496, 0.0069, -0.0299], [-0.0261, -0.0251, -0.0232], [-0.0059, 0.1090, 0.0359], [0.0492, 0.0228, 0.0227], [-0.0088, -0.0085, -0.0034], [-0.0253, 0.0013, -0.0026], [-0.0180, -0.0013, 0.0094], [0.0202, -0.0387, -0.0116], [-0.0024, 0.0158, 0.0114], [-0.0166, 0.0058, -0.0117], [0.0083, 0.0074, -0.0030], [0.0096, 0.0160, -0.0109], [-0.0088, -0.0070, 0.0188], [0.0098, -0.0203, 0.0101], [0.0021, -0.0064, 0.0013], [0.0001, -0.0005, -0.0002], [-0.0002, 0.0004, 0.0007], [-0.0004, -0.0008, -0.0030], [0.0025, -0.0021, -0.0056], [-0.0060, 0.0013, 0.0152], [-0.0043, 0.0001, -0.0043], [-0.0021, -0.0001, 0.0015], [0.0159, 0.0092, 0.0131], [-0.0147, -0.0019, 0.0145], [-0.0129, 0.0078, 0.0116], [-0.0025, 0.0117, -0.0056], [-0.0023, -0.0110, -0.0017], [0.0375, 0.0673, -0.0394], [-0.0004, 0.0022, 0.0110], [-0.0151, 0.0114, 0.0054], [0.0068, -0.0060, -0.0023], [0.0024, -0.0009, -0.0046], [0.0081, -0.0054, -0.0106], [0.0072, -0.0019, -0.0036], [0.0081, -0.0106, -0.0063], [-0.0046, -0.0018, -0.0028], [0.0007, -0.0117, 0.0017], [-0.0040, 0.0007, 0.0025], [0.0017, 0.0036, -0.0085], [-0.0040, -0.0112, -0.0150], [-0.0024, 0.0001, 0.0038], [-0.0224, 0.0083, 0.0013], [0.0022, -0.0031, -0.0033], [0.0009, -0.0002, 0.0008], [-0.0010, -0.0011, 0.0009], [0.0004, 0.0043, -0.0021], [0.0170, 0.0008, 0.0052], [-0.0100, -0.0343, 0.0112], [-0.0009, -0.0129, -0.0276], [0.0448, -0.0413, -0.0837], [-0.0076, -0.0112, -0.0121], [-0.0384, -0.0608, 0.0309], [0.0057, -0.0268, 0.0391], [-0.0158, -0.0130, 0.0219], [-0.0038, -0.0159, -0.0189], [0.0426, 0.0124, 0.0011], [-0.0044, 0.0311, 0.0370], [0.0019, -0.0027, 0.0011], [-0.0053, 0.0048, -0.0020], [-0.0039, 0.0053, -0.0063], [-0.0032, 0.0098, 0.0043], [-0.0016, 0.0035, -0.0087], [0.0008, 0.0001, -0.0042], [-0.0001, -0.0004, 0.0053], [0.0027, 0.0019, 0.0036], [0.0064, -0.0045, 0.0151], [0.0036, 0.0013, -0.0009], [0.0112, 0.0003, 0.0170], [0.0099, 0.0115, 0.0211], [-0.0725, -0.0487, -0.0486], [0.0177, 0.0181, -0.0202], [-0.0037, -0.0085, -0.0016], [-0.0188, -0.0166, 0.0110], [-0.0019, 0.0065, -0.0003], [0.0009, 0.0212, 0.0022], [0.0352, -0.0143, -0.0082], [-0.0459, 0.0362, 0.0120], [-0.0039, -0.0055, -0.0029], [0.0012, -0.0004, -0.0019], [0.0063, -0.0100, 0.0007], [-0.0108, 0.0010, -0.0163], [0.0024, 0.0075, -0.0034], [-0.0015, 0.0012, 0.0010], [0.0015, -0.0081, 0.0044], [-0.0260, 0.0458, 0.0633], [0.0791, 0.0358, -0.0971]], "multiplicity": 1, "total_charge": -1, "orbital_gap_ev": 5.53}

=====

Energy above the lowest of the compared OMol25 structures with the same formula, charge and spin / kcal per mole: 0.0; 7.1